# 1
Below is a cluster of 3 separate species, C28H60N5O7 in total in a non-equilibrium geometry, with properties calculated with wB97M-V/def2-TZVPD.

Output
Gap between HOMO and LUMO   6.0474 eV
Energy above the lowest of the compared OMol25 structures with the same formula, charge and spin   10.7576 eV
Total charge   +1
DFT total energy   -1902.4942 a.u.
E_HOMO   -9.51 eV
LUMO energy   -3.47 eV

Each line ends with the Löwdin charge.
Positions of all 100 atoms, in Å:
C1 -3.18759 -0.32727 -0.49975  -0.090
C2 -3.08012 0.94309 0.56903  -0.237
O1 -1.68579 1.41719 0.58123  -0.228
C3 -1.46578 2.45258 -0.47350  -0.127
C4 0.05155 2.31267 -1.16447  -0.127
O2 0.91034 1.70690 -0.20796  -0.018
C5 1.65333 0.54355 -0.50340  -0.037
N1 2.49835 0.04861 0.69108  0.132
C6 3.30542 -1.21252 0.48356  -0.009
C7 4.24129 -1.95742 1.60407  -0.269
C8 3.84693 -1.27776 3.08037  -0.099
C9 5.85552 -1.72777 1.42770  -0.223
C10 6.33760 -1.41422 -0.11515  -0.137
C11 2.92346 -1.57250 -1.06854  0.042
C12 3.49430 -2.89934 -1.84311  -0.119
O3 2.56737 -3.40005 -2.86948  -0.204
C13 2.56780 -4.86827 -2.96039  -0.150
O4 2.47459 -5.21431 -4.41393  -0.150
C14 1.25826 -4.64429 -5.01378  -0.162
C15 1.56155 -3.35840 -6.03330  -0.198
O5 3.01330 -3.06360 -6.10399  -0.140
N2 1.95111 -0.47657 -1.53465  0.045
C16 1.32252 -0.38846 -2.89516  -0.084
O6 -0.13547 -0.70597 -2.77378  -0.139
N3 -0.36046 -2.01484 -2.97907  -0.019
O7 -0.72968 -2.51695 -1.92686  0.066
H1 -4.02930 -0.15824 -1.30615  0.083
H2 -3.39170 -1.34225 0.05903  0.084
H3 -2.13062 -0.41697 -1.02852  0.057
H4 -3.85975 1.79895 0.27756  0.133
H5 -3.43755 0.52589 1.61303  0.130
H6 -2.25639 2.20003 -1.32660  0.138
H7 -1.70724 3.54155 -0.11957  0.139
H8 0.39599 3.44125 -1.34165  0.161
H9 -0.11988 1.83801 -2.20295  0.120
H10 2.40591 0.66263 1.55359  0.153
H11 3.97960 -3.11152 1.67137  0.156
H12 2.83908 -1.73708 3.48658  0.101
H13 4.74058 -1.55812 3.81981  0.106
H14 3.83532 -0.10417 3.02580  0.073
H15 6.29886 -0.92431 2.19068  0.127
H16 6.38246 -2.75282 1.73677  0.130
H17 6.05127 -0.32346 -0.48648  0.089
H18 7.53101 -1.42120 -0.09000  0.096
H19 6.03527 -2.24985 -0.88518  0.064
H20 4.49660 -2.62582 -2.38194  0.138
H21 3.67203 -3.76654 -1.05943  0.148
H22 3.51092 -5.39145 -2.50636  0.161
H23 1.54237 -5.23294 -2.49205  0.160
H24 0.45924 -4.26583 -4.24176  0.108
H25 0.69704 -5.44203 -5.70196  0.144
H26 0.94051 -2.42610 -5.66554  0.102
H27 1.19573 -3.57211 -7.14153  0.130
H28 3.10164 -2.05698 -6.25032  0.112
H29 1.41381 0.73400 -3.29140  0.169
H30 1.80073 -1.05842 -3.72707  0.154
C17 -10.02947 -2.64533 2.28214  -0.092
C18 -9.32519 -1.44683 1.65133  -0.268
N4 -7.87153 -1.60817 1.55175  -0.189
C19 -7.16806 -0.35781 1.24621  -0.254
C20 -7.45160 0.29979 -0.09883  -0.093
C21 -7.39479 -2.78680 0.82679  -0.250
C22 -7.86010 -2.96922 -0.61457  -0.088
H31 -9.59147 -2.89743 3.25350  0.080
H32 -11.08743 -2.41213 2.44304  0.075
H33 -9.98505 -3.52976 1.63914  0.065
H34 -9.54175 -0.58284 2.29101  0.118
H35 -9.77810 -1.23856 0.67606  0.098
H36 -6.08683 -0.51677 1.34179  0.096
H37 -7.41190 0.36788 2.03366  0.111
H38 -6.98179 -0.24368 -0.92168  0.049
H39 -7.03296 1.31200 -0.10835  0.067
H40 -8.52210 0.39065 -0.30230  0.071
H41 -7.69132 -3.67836 1.39189  0.103
H42 -6.29754 -2.81103 0.84694  0.109
H43 -8.93701 -2.81914 -0.73002  0.070
H44 -7.64019 -3.99162 -0.94263  0.075
H45 -7.33848 -2.29751 -1.29823  0.052
C23 1.56050 4.34249 2.81276  -0.088
C24 2.67505 5.33155 2.48129  -0.264
N5 3.94082 5.03540 3.15894  -0.187
C25 4.90480 6.13926 3.09700  -0.248
C26 5.43005 6.53999 1.72386  -0.091
C27 4.50226 3.70210 2.93737  -0.249
C28 4.77603 3.27802 1.49774  -0.090
H46 1.41875 4.25170 3.89470  0.085
H47 0.61583 4.68855 2.37987  0.073
H48 1.76184 3.34812 2.40247  0.043
H49 2.32447 6.31937 2.80358  0.122
H50 2.79849 5.37997 1.39406  0.094
H51 5.75688 5.91435 3.75032  0.115
H52 4.43526 7.02331 3.54884  0.113
H53 6.14133 5.80851 1.33374  0.055
H54 5.96526 7.49279 1.79902  0.077
H55 4.62821 6.67624 0.99304  0.068
H56 3.82107 2.96661 3.38144  0.093
H57 5.42777 3.59264 3.51737  0.120
H58 3.93582 3.49000 0.83088  0.062
H59 4.95051 2.19654 1.46257  0.052
H60 5.67039 3.75694 1.09597  0.059

# 2
Below is a cluster of 2 separate species, C2H2N2O in total in a non-equilibrium geometry, with properties calculated with wB97M-V/def2-TZVPD.

Output
Gap between HOMO and LUMO   11.0902 eV
Energy above the lowest of the compared OMol25 structures with the same formula, charge and spin   1.3032 eV
SMILES   N=C=O.C#N
DFT total energy   -262.1160 a.u.
E_HOMO   -10.46 eV
LUMO energy   0.63 eV

Each line ends with the natural charge from an NBO analysis.
Positions of all 7 atoms, in Å:
N1 0.74980 0.84314 -0.73895  -0.735
C1 -0.11216 1.62751 -0.93837  0.840
O1 -0.77037 2.56461 -1.34994  -0.570
H1 1.11317 0.05555 -0.24608  0.447
C2 -0.28235 -1.71822 1.08039  0.124
N2 0.25235 -0.72256 1.09412  -0.367
H2 -0.95043 -2.65002 1.09884  0.262

# 3
Below is a structure of composition C25H49DyNO2SSi2 in a non-equilibrium geometry, with properties calculated with wB97M-V/def2-TZVPD.

Output
Gap between HOMO and LUMO (spin up / spin down)   7.8034 / 7.8795 eV
Total charge   +1
DFT total energy   -3049.2137 a.u.
E_HOMO (spin up / spin down)   -10.46 / -10.49 eV
LUMO energy (spin up / spin down)   -2.66 / -2.61 eV
2S+1   6

Each line ends with the Löwdin charge.
Positions of all 81 atoms, in Å:
O1 0.54030 1.26711 -1.41136  -0.407
O2 -3.16707 1.95469 -0.15593  -0.240
C1 0.98730 2.62963 -0.97114  -0.194
C2 2.31822 2.94089 -1.58381  -0.052
H1 1.04217 2.56903 0.12879  0.116
H2 0.19584 3.31862 -1.25917  0.112
H3 3.09936 2.22944 -1.30703  0.078
H4 2.65405 3.93304 -1.24909  0.101
H5 2.24278 2.98865 -2.67012  0.091
C3 -0.27855 1.15708 -2.63807  -0.196
C4 -0.95753 2.41372 -3.11436  -0.053
H6 -1.01360 0.37758 -2.42388  0.112
H7 0.40166 0.73690 -3.38800  0.103
H8 -1.76603 2.70245 -2.43104  0.075
H9 -1.39807 2.19850 -4.09296  0.103
H10 -0.24521 3.23427 -3.23239  0.085
C5 -4.07670 0.91626 -0.52291  -0.263
C6 -3.62185 3.13983 0.52561  -0.262
C7 -4.49052 1.15323 -1.96586  -0.070
H11 -4.95405 0.79718 0.14594  0.136
H12 -3.48059 -0.01104 -0.48654  0.105
H13 -5.04051 2.10774 -2.03067  0.063
H14 -5.08664 0.31374 -2.33718  0.084
H15 -3.59333 1.25377 -2.59847  0.064
C8 -4.57922 3.90186 -0.32749  -0.086
H16 -2.69856 3.70103 0.67086  0.117
H17 -4.03535 2.94339 1.53044  0.126
H18 -4.10688 4.14794 -1.29233  0.089
H19 -4.87344 4.83589 0.15861  0.088
H20 -5.47535 3.29803 -0.53807  0.076
H21 -2.27583 0.92613 1.54915  0.004
Dy1 1.16234 -0.39479 -0.15737  1.418
C9 -1.31205 0.46025 1.49830  -0.214
Si1 -1.09732 0.34261 3.35307  0.447
H22 -0.67008 1.19928 0.97067  0.019
H23 -1.47316 -0.48470 0.93617  0.034
C10 -0.73636 2.13217 3.81407  -0.166
C11 0.30974 -0.74527 3.87468  -0.168
C12 -2.79221 -0.26201 3.86798  -0.160
C13 2.64780 -0.73659 -1.79298  -0.385
Si2 1.56402 -2.06153 -2.53884  0.382
H24 3.60827 -1.13864 -1.43066  0.024
H25 2.81976 0.13262 -2.43930  0.006
C14 1.11123 -1.70779 -4.32140  -0.176
C15 -0.16022 -2.27018 -1.73743  -0.212
C16 2.54256 -3.65068 -2.37471  -0.157
H26 -3.53500 -0.15804 3.06352  0.032
H27 -3.14986 0.29061 4.74158  0.037
H28 -2.73359 -1.32581 4.12578  0.036
H29 0.29634 2.39118 3.53262  0.036
H30 -0.83161 2.25472 4.89983  0.037
H31 -1.41141 2.83939 3.30805  0.031
H32 1.25321 -0.49558 3.36770  0.014
H33 0.07371 -1.79638 3.67017  0.034
H34 0.41638 -0.60558 4.95784  0.044
H35 -0.85723 -2.17285 -2.58415  0.053
H36 -0.57760 -1.61617 -0.92672  -0.011
H37 -0.25040 -3.30854 -1.39150  0.036
H38 2.16818 -4.38353 -3.10543  0.042
H39 2.49185 -4.08592 -1.36437  0.015
H40 3.59607 -3.42381 -2.60561  0.049
H41 0.86266 -2.65856 -4.80788  0.044
H42 1.95515 -1.23967 -4.84212  0.048
H43 0.24464 -1.04140 -4.39354  0.017
S1 4.93482 -1.24867 2.60619  1.048
C17 4.81991 0.46719 2.69475  -0.386
C18 3.74933 0.94897 1.95352  -0.220
C19 2.92094 -0.07678 1.42572  -0.329
C20 3.44291 -1.32780 1.72138  -0.574
C21 2.82650 -2.61462 1.44146  -0.287
C22 3.46268 -3.84870 1.67901  -0.017
C23 2.77205 -5.03178 1.47727  -0.035
C24 1.43916 -4.98922 1.03355  -0.050
C25 0.83199 -3.73610 0.89276  -0.143
N1 1.53052 -2.57786 0.98366  -0.011
H44 5.55124 1.04413 3.26619  0.074
H45 3.54151 2.01317 1.81153  0.092
H46 4.50557 -3.84317 2.00252  0.102
H47 3.24430 -5.99377 1.66246  0.121
H48 0.86050 -5.88098 0.80316  0.114
H49 -0.23655 -3.65940 0.69536  0.110

# 4
Below is a structure of composition C32H73N4O11V2 in a non-equilibrium geometry, with properties calculated with wB97M-V/def2-TZVPD.

Output
Gap between HOMO and LUMO   3.9495 eV
Energy above the lowest of the compared OMol25 structures with the same formula, charge and spin   0.0000 eV
Total charge   +1
DFT total energy   -4197.1708 a.u.
E_HOMO   -9.89 eV
LUMO energy   -5.94 eV

Each line ends with the Löwdin charge.
Positions of all 122 atoms, in Å:
O1 3.18690 4.60931 3.37489  -0.269
V1 2.46390 3.21236 3.12775  0.966
O2 1.39758 3.01100 4.31573  -0.306
O3 4.02254 -0.53517 1.42667  -0.285
V2 2.93736 -0.35175 2.59077  1.104
O4 1.87616 -1.49244 2.32021  -0.234
C1 1.12148 0.45811 -0.30040  -0.080
C2 0.62553 1.17544 0.92070  -0.319
O5 1.67429 1.38016 1.86978  -0.379
H1 1.50223 -0.51867 0.01944  0.032
H2 1.96206 0.81611 -0.89772  0.081
H3 0.30201 0.22471 -0.98466  0.092
H4 -0.22005 0.68524 1.40324  0.112
H5 0.27646 2.16593 0.60478  0.090
C3 4.64831 2.69005 0.56386  -0.068
O6 3.68248 3.60310 1.08405  -0.286
C4 2.76243 4.02403 0.05001  -0.165
C5 1.81371 5.08551 0.58202  -0.136
N1 1.09712 4.52143 1.76503  -0.065
C6 0.18395 5.56165 2.33581  -0.124
C7 -1.16910 5.57527 1.60598  -0.208
O7 -1.81449 4.33576 1.80006  -0.180
C8 -2.93343 4.14867 0.93639  -0.081
H6 5.11547 3.21579 -0.27377  0.103
H7 4.26884 1.77741 0.09137  0.080
H8 5.38253 2.41487 1.31616  0.102
H9 2.34669 3.02552 -0.12700  0.101
H10 3.28216 4.39152 -0.83635  0.135
H11 1.06643 5.45990 -0.11891  0.118
H12 2.42537 5.95452 0.83521  0.141
H13 0.47250 3.92005 1.22294  0.088
H14 0.57570 6.57206 2.26300  0.136
H15 0.00267 5.15638 3.33155  0.123
H16 -0.94399 5.60298 0.53165  0.109
H17 -1.68958 6.47285 1.94691  0.140
H18 -3.78224 4.61469 1.44255  0.096
H19 -3.08702 3.08603 0.76686  0.087
H20 -2.91188 4.61850 -0.05273  0.078
C9 1.67353 -2.95790 -1.57285  -0.116
O8 2.09881 -4.27393 -1.33580  -0.163
C10 1.64819 -4.79509 -0.09631  -0.222
C11 2.43258 -6.03774 0.24503  -0.164
N2 3.57986 -5.88442 1.19166  -0.048
C12 3.33183 -5.13520 2.42375  -0.233
C13 2.38135 -5.75871 3.42179  -0.230
O9 2.35441 -4.83485 4.49564  -0.194
C14 2.19897 -5.44232 5.77047  -0.109
H21 0.61370 -2.77030 -1.38331  0.079
H22 1.96802 -2.62603 -2.56780  0.093
H23 2.21394 -2.23375 -0.94548  0.066
H24 0.58632 -5.05731 -0.16928  0.112
H25 1.70928 -4.03856 0.69438  0.105
H26 2.79753 -6.50872 -0.66399  0.125
H27 1.79112 -6.69306 0.83782  0.108
H28 4.25317 -5.31567 0.68481  0.102
H29 2.87705 -4.13655 2.30957  0.084
H30 4.30505 -4.93234 2.87078  0.124
H31 2.83457 -6.72936 3.66591  0.131
H32 1.39989 -5.99691 3.00207  0.119
H33 1.79708 -4.69930 6.45598  0.082
H34 3.16016 -5.83292 6.11674  0.089
H35 1.53734 -6.31047 5.85265  0.087
C15 -2.04541 2.90749 -3.19236  -0.046
C16 -0.89005 3.80838 -3.61282  -0.497
C17 0.38974 3.25266 -2.98912  -0.148
C18 1.68036 3.75606 -3.57096  -0.201
C19 1.62573 3.71280 -5.09765  -0.151
C20 0.40016 4.27640 -5.82545  -0.503
N3 -0.78633 3.83670 -5.05942  -0.130
O10 -1.97219 3.79108 -5.79509  0.003
C21 0.48398 5.79952 -5.93301  -0.028
C22 0.42647 3.63908 -7.19953  -0.035
C23 -1.21705 5.23468 -3.07189  -0.008
H36 -1.98341 1.91927 -3.66034  0.090
H37 -2.99772 3.27378 -3.58892  0.085
H38 -2.29712 2.80635 -2.13527  0.076
H39 0.43518 3.55930 -1.93842  0.099
H40 0.33927 2.17364 -3.15901  0.122
H41 2.54224 3.16717 -3.25232  0.109
H42 1.90421 4.81957 -3.39426  0.113
H43 1.59063 2.61361 -5.17772  0.123
H44 2.56822 3.99924 -5.56518  0.124
H45 -0.29104 6.22187 -6.56892  0.091
H46 0.49109 6.36813 -4.99625  0.070
H47 1.50083 6.11610 -6.19863  0.089
H48 0.13720 2.58716 -7.23205  0.091
H49 -0.22284 4.19276 -7.87852  0.088
H50 1.44832 3.64458 -7.58130  0.091
H51 -1.35554 5.87783 -3.93611  0.077
H52 -0.51048 5.54311 -2.29869  0.063
H53 -2.20305 5.29525 -2.59929  0.068
H54 -1.99145 2.90522 -6.17651  0.106
C24 -3.43493 -5.64855 3.98239  -0.051
C25 -3.38980 -5.14453 2.52862  -0.503
C26 -4.83679 -4.78045 2.16522  -0.153
C27 -5.09836 -3.93360 0.93539  -0.164
C28 -4.25111 -2.67589 1.04103  -0.154
C29 -2.78003 -2.93870 1.33208  -0.515
N4 -2.68210 -3.86559 2.46770  -0.095
O11 -1.30520 -4.02235 2.85714  -0.025
C30 -2.10181 -3.52182 0.08290  -0.020
C31 -2.14882 -1.58629 1.69630  -0.031
C32 -2.77155 -6.27745 1.67095  -0.015
H55 -3.57859 -4.97757 4.83252  0.088
H56 -2.49245 -6.16508 4.19883  0.079
H57 -4.19186 -6.42442 4.11555  0.090
H58 -5.46444 -5.67930 2.20182  0.125
H59 -5.24567 -4.30838 3.06891  0.121
H60 -6.15381 -3.72093 0.78829  0.118
H61 -4.69983 -4.52605 0.10588  0.102
H62 -4.75657 -1.91669 1.64403  0.124
H63 -4.30180 -2.21525 0.04463  0.121
H64 -2.64573 -4.36603 -0.33234  0.071
H65 -2.03224 -2.75206 -0.69219  0.087
H66 -1.07068 -3.79755 0.30183  0.055
H67 -1.06196 -1.66300 1.66177  0.062
H68 -2.46752 -0.85448 0.95210  0.082
H69 -2.54694 -1.32882 2.67709  0.094
H70 -3.13358 -6.27378 0.64384  0.072
H71 -2.86709 -7.25575 2.13955  0.082
H72 -1.68937 -6.13324 1.60662  0.071
H73 -1.46618 -4.01265 3.80847  0.096